Entry from the Open Molecules 2025 dataset: C52H61AsN2O7S2SiTi as an isolated structure (ωB97M-V/def2-TZVPD).

Element x y z (Å)
Ti -0.403 0.282 0.207
C 2.004 0.427 -2.155
C 2.824 0.144 -0.906
C 3.416 -1.257 -0.947
C 3.942 1.167 -0.750
O 1.898 0.199 0.227
Si 2.184 0.449 1.856
S 0.246 0.366 2.597
O 2.958 1.876 2.010
C 3.621 2.415 3.167
C 5.037 1.855 3.237
C 3.661 3.921 2.954
C 2.839 2.081 4.433
O 3.219 -0.685 2.441
C 3.045 -2.023 2.946
C 1.993 -2.808 2.170
C 2.667 -1.938 4.423
C 4.403 -2.699 2.794
H 2.649 0.379 -3.032
H 1.548 1.414 -2.087
H 1.228 -0.336 -2.271
H 4.083 -1.346 -1.806
H 2.625 -1.995 -1.059
H 3.982 -1.451 -0.035
H 4.580 1.127 -1.633
H 4.550 0.944 0.128
H 3.540 2.174 -0.652
H 5.577 2.094 2.319
H 5.010 0.772 3.357
H 5.571 2.300 4.079
H 4.240 4.153 2.060
H 4.131 4.411 3.808
H 2.650 4.309 2.830
H 2.798 1.001 4.587
H 1.820 2.459 4.353
H 3.321 2.535 5.300
H 0.998 -2.405 2.358
H 2.014 -3.857 2.473
H 2.206 -2.757 1.101
H 1.719 -1.410 4.530
H 3.440 -1.403 4.978
H 2.564 -2.939 4.844
H 4.668 -2.786 1.738
H 4.373 -3.700 3.228
H 5.173 -2.115 3.300
C -4.838 1.524 -0.416
S -3.658 0.336 0.220
O -2.395 0.661 -0.552
C -4.340 -1.108 -0.562
C -3.861 -1.519 -1.796
C -4.404 -2.648 -2.390
C -5.418 -3.352 -1.753
C -5.879 -2.942 -0.510
C -5.329 -1.822 0.098
H -4.746 1.561 -1.500
H -4.577 2.480 0.042
H -5.836 1.215 -0.111
H -3.057 -0.962 -2.263
H -4.027 -2.991 -3.344
H -5.835 -4.234 -2.220
H -6.656 -3.503 -0.008
H -5.658 -1.502 1.081
O -0.160 2.034 -0.283
As -1.200 3.490 -0.908
C 0.273 4.765 -0.897
C 1.511 4.386 -0.385
C 2.569 5.287 -0.397
C 2.393 6.571 -0.890
C 1.147 6.960 -1.367
C 0.093 6.060 -1.371
C -2.194 4.260 -2.476
C -1.493 4.361 -3.680
C -2.160 4.604 -4.870
C -3.546 4.725 -4.882
C -4.255 4.599 -3.697
C -3.586 4.356 -2.504
C -2.268 3.968 0.638
C -3.147 5.047 0.605
C -3.945 5.321 1.707
C -3.863 4.526 2.843
C -2.972 3.461 2.884
C -2.175 3.178 1.782
H 1.626 3.390 0.022
H 3.534 4.980 -0.016
H 3.220 7.269 -0.896
H 0.997 7.965 -1.741
H -0.872 6.363 -1.756
H -0.413 4.257 -3.673
H -1.600 4.696 -5.792
H -4.069 4.908 -5.811
H -5.334 4.691 -3.701
H -4.149 4.265 -1.586
H -3.203 5.665 -0.279
H -4.630 6.159 1.681
H -4.485 4.744 3.701
H -2.887 2.852 3.775
H -1.452 2.372 1.828
O -1.673 -1.446 1.042
C -1.150 -2.236 0.228
N -1.273 -3.587 0.204
C -0.431 -4.136 -0.849
C 0.090 -2.809 -1.507
O 0.765 -2.768 -2.509
N -0.386 -1.758 -0.775
C 0.693 -4.997 -0.277
C 0.392 -5.904 0.734
C 1.384 -6.691 1.298
C 2.694 -6.589 0.847
C 2.994 -5.708 -0.181
C 2.000 -4.919 -0.744
C -1.222 -4.973 -1.855
C -2.528 -5.369 -1.598
C -3.209 -6.177 -2.501
C -2.597 -6.584 -3.675
C -1.291 -6.185 -3.939
C -0.606 -5.393 -3.033
H -1.516 -4.084 1.045
H -0.627 -6.012 1.088
H 1.133 -7.386 2.088
H 3.472 -7.197 1.288
H 4.010 -5.625 -0.545
H 2.244 -4.231 -1.541
H -3.024 -5.034 -0.698
H -4.224 -6.486 -2.284
H -3.127 -7.211 -4.379
H -0.804 -6.496 -4.853
H 0.410 -5.084 -3.242

The HOMO energy (alpha / beta) is -5.9 / -8.1 eV. The multiplicity is 3. The net charge is 0. Its total energy is -6825.739883 hartree. Its energy above the lowest of the compared OMol25 structures with the same formula, charge and spin is 9.5 kcal per mole. Its HOMO-LUMO gap (alpha / beta) is 6.3 / 8.1 eV.

Here are the Löwdin charges for atoms 1 to 99, given in e: number 1, Ti, carries 0.81; number 2, C, carries -0.02; number 3, C, carries -0.58; number 4, C, carries -0.01; number 5, C, carries -0.01; number 6, O, carries -0.26; number 7, Si, carries -0.12; number 8, S, carries 0.47; number 9, O, carries -0.14; number 10, C, carries -0.63; number 11, C, carries -0.02; number 12, C, carries -0.03; number 13, C, carries -0.04; number 14, O, carries -0.14; number 15, C, carries -0.63; number 16, C, carries -0.03; number 17, C, carries -0.03; number 18, C, carries -0.02; number 19, H, carries 0.10; number 20, H, carries 0.07; number 21, H, carries 0.07; number 22, H, carries 0.10; number 23, H, carries 0.06; number 24, H, carries 0.08; number 25, H, carries 0.10; number 26, H, carries 0.08; number 27, H, carries 0.08; number 28, H, carries 0.09; number 29, H, carries 0.07; number 30, H, carries 0.09; number 31, H, carries 0.07; number 32, H, carries 0.09; number 33, H, carries 0.09; number 34, H, carries 0.06; number 35, H, carries 0.08; number 36, H, carries 0.09; number 37, H, carries 0.06; number 38, H, carries 0.09; number 39, H, carries 0.07; number 40, H, carries 0.06; number 41, H, carries 0.09; number 42, H, carries 0.09; number 43, H, carries 0.08; number 44, H, carries 0.09; number 45, H, carries 0.09; number 46, C, carries -0.20; number 47, S, carries 1.00; number 48, O, carries -0.61; number 49, C, carries -0.39; number 50, C, carries -0.06; number 51, C, carries -0.06; number 52, C, carries -0.08; number 53, C, carries -0.07; number 54, C, carries -0.08; number 55, H, carries 0.07; number 56, H, carries 0.04; number 57, H, carries 0.07; number 58, H, carries 0.12; number 59, H, carries 0.11; number 60, H, carries 0.10; number 61, H, carries 0.11; number 62, H, carries 0.12; number 63, O, carries -0.63; number 64, As, carries 1.36; number 65, C, carries -0.30; number 66, C, carries -0.08; number 67, C, carries -0.08; number 68, C, carries -0.09; number 69, C, carries -0.08; number 70, C, carries -0.11; number 71, C, carries -0.33; number 72, C, carries -0.12; number 73, C, carries -0.09; number 74, C, carries -0.10; number 75, C, carries -0.09; number 76, C, carries -0.13; number 77, C, carries -0.31; number 78, C, carries -0.12; number 79, C, carries -0.08; number 80, C, carries -0.09; number 81, C, carries -0.07; number 82, C, carries -0.11; number 83, H, carries 0.08; number 84, H, carries 0.09; number 85, H, carries 0.10; number 86, H, carries 0.10; number 87, H, carries 0.10; number 88, H, carries 0.10; number 89, H, carries 0.10; number 90, H, carries 0.10; number 91, H, carries 0.10; number 92, H, carries 0.07; number 93, H, carries 0.09; number 94, H, carries 0.10; number 95, H, carries 0.10; number 96, H, carries 0.11; number 97, H, carries 0.03; number 98, O, carries -0.12; number 99, C, carries -0.58